Computed, not measured: a structure of composition C36H30Cl2N2NbOS5 in a non-equilibrium geometry, with the ωB97M-V functional and the def2-TZVPD basis.

## Properties
Largest force on an atom (eV/A): 5.74
E_HOMO (Eh): -0.1420
Total charge: -1
E_tot (hartree): -4543.001972

Cartesian coordinates (Å):
Nb: 0.776 -0.540 -0.366
C: -0.820 -4.584 -0.180
C: -1.830 -4.482 -1.129
C: -2.183 -3.240 -1.619
C: -1.572 -2.050 -1.138
C: -0.590 -2.183 -0.136
C: -0.232 -3.434 0.350
C: -1.995 -0.784 -1.787
C: -3.319 -0.784 -2.269
C: -3.733 0.191 -3.119
C: -2.788 1.201 -3.525
C: -3.099 2.116 -4.564
C: -2.133 3.017 -5.003
C: -0.846 3.015 -4.433
C: -0.506 2.136 -3.431
C: -1.419 1.160 -2.967
N: -1.062 0.150 -2.040
H: -0.488 -5.565 0.128
H: -2.276 -5.370 -1.577
H: -2.921 -3.128 -2.396
H: 0.499 -3.506 1.131
H: -3.998 -1.531 -1.890
H: -4.700 0.261 -3.628
H: -4.097 2.132 -5.027
H: -2.329 3.701 -5.804
H: -0.069 3.644 -4.860
H: 0.461 2.172 -2.964
S: 4.419 0.180 -6.873
C: 3.528 0.211 -5.488
S: 2.768 -1.242 -4.937
C: 2.312 -0.806 -3.327
C: 2.589 0.583 -3.055
S: 2.379 1.305 -1.493
S: 3.360 1.501 -4.310
S: 1.625 -2.061 -2.298
Cl: 3.433 1.477 1.966
C: 3.906 -0.113 2.166
C: 5.044 -0.370 2.961
C: 5.776 -1.536 2.814
C: 5.164 -2.548 2.007
C: 3.964 -2.376 1.327
Cl: 3.536 -3.650 0.225
C: 3.292 -1.140 1.396
N: 2.194 -1.006 0.715
H: 5.332 0.394 3.680
H: 6.729 -1.720 3.321
H: 5.657 -3.544 1.862
C: -2.329 -1.424 2.542
C: -1.121 -1.101 3.424
C: -0.022 -2.203 3.353
C: -0.550 0.272 3.266
C: 0.097 0.776 4.364
C: 0.355 2.144 4.450
C: -0.113 2.953 3.443
C: -0.652 2.449 2.258
C: -1.368 3.381 1.343
C: -2.774 2.794 0.949
C: -0.585 3.739 0.100
C: -0.561 0.981 2.040
O: -0.446 0.390 0.815
H: -2.515 -2.485 2.421
H: -2.355 -0.941 1.556
H: -3.232 -1.000 3.049
H: -1.508 -1.088 4.492
H: 0.749 -1.974 2.600
H: -0.534 -3.137 3.118
H: 0.490 -2.278 4.300
H: 0.436 0.088 5.166
H: 0.937 2.523 5.290
H: -0.048 4.047 3.499
H: -1.567 4.257 1.925
H: -2.653 1.900 0.357
H: -3.317 3.531 0.340
H: -3.371 2.592 1.821
H: -0.450 2.841 -0.523
H: 0.380 4.197 0.330
H: -1.108 4.522 -0.501

Mulliken atomic charges, in units of e: -0.647 -1.014 -0.945 -1.170 1.054 2.037 -1.173 0.917 -1.102 -1.110 1.219 -0.886 -0.539 -1.088 -0.101 -0.315 0.967 0.414 0.342 0.681 0.585 0.708 0.366 0.323 0.405 0.429 0.250 -0.324 0.129 -0.125 0.243 -0.024 -0.430 -0.084 -0.244 -0.177 0.813 -0.534 -0.633 -0.338 0.491 -0.176 -0.584 -0.635 0.381 0.356 0.299 -1.396 0.531 -1.379 -0.334 -0.287 -1.188 -0.496 -0.145 -0.188 -1.393 -1.087 0.914 0.799 0.451 -0.057 0.323 0.726 -0.152 0.488 0.560 0.328 0.347 0.400 0.673 0.071 0.454 0.361 -0.095 0.332 0.433

---

Computed, not measured: a structure of composition C36H30Cl2N5O6PPdS, with the ωB97M-V functional and the def2-TZVPD basis.

## Properties
Spin multiplicity: 5
Largest force on an atom (eV/A): 0.44
ΔE to the lowest compared entry with this formula, charge and spin (eV): 0.0008
E_HOMO (alpha / beta) (Eh): -0.5007 / -0.5297
Total charge: +2
E_tot (hartree): -3902.139451

Cartesian coordinates (Å):
Pd: 0.041 -0.218 -0.034
N: 0.092 0.332 2.143
C: 1.336 0.550 2.854
C: 1.338 0.686 4.231
C: 2.522 0.969 4.899
C: 3.707 1.132 4.194
C: 3.716 0.985 2.818
C: 2.536 0.670 2.140
P: 2.591 0.309 0.390
C: 2.678 -1.448 0.116
C: 2.463 -1.945 -1.181
C: 2.485 -3.309 -1.407
C: 2.731 -4.179 -0.352
C: 2.978 -3.691 0.929
C: 2.944 -2.333 1.172
C: 3.861 1.228 -0.425
C: 4.852 0.591 -1.177
C: 5.829 1.356 -1.793
C: 5.814 2.739 -1.666
C: 4.824 3.374 -0.923
C: 3.842 2.625 -0.304
H: -0.502 -0.342 2.618
H: -0.451 1.193 2.109
H: 0.409 0.595 4.783
H: 2.514 1.077 5.975
H: 4.624 1.367 4.718
H: 4.642 1.097 2.267
H: 2.296 -1.261 -2.004
H: 2.318 -3.695 -2.404
H: 2.749 -5.246 -0.530
H: 3.205 -4.378 1.733
H: 3.144 -1.950 2.165
H: 4.871 -0.487 -1.264
H: 6.610 0.872 -2.363
H: 6.585 3.328 -2.145
H: 4.824 4.452 -0.825
H: 3.075 3.118 0.285
Cl: 0.075 0.082 -2.739
C: 0.069 1.793 -3.064
C: -0.033 2.162 -4.377
C: -0.064 3.521 -4.702
C: 0.004 4.495 -3.719
C: 0.102 4.121 -2.394
Cl: 0.193 5.342 -1.201
C: 0.138 2.744 -2.006
S: 0.234 2.351 -0.368
H: -0.097 1.411 -5.152
H: -0.146 3.814 -5.740
H: -0.022 5.545 -3.975
C: -2.025 -5.115 -1.439
C: -1.392 -4.203 -0.447
C: -0.930 -4.423 0.836
C: -0.504 -3.180 1.316
N: -0.677 -2.249 0.374
N: -1.196 -2.898 -0.698
C: -0.032 -2.872 2.697
H: -2.161 -6.102 -1.006
H: -1.406 -5.214 -2.331
H: -3.002 -4.739 -1.744
H: -0.939 -5.358 1.372
H: -1.653 -2.317 -1.396
H: 0.310 -3.781 3.189
H: -0.854 -2.479 3.301
H: 0.792 -2.160 2.711
O: -2.622 -0.633 -1.416
C: -2.837 0.135 -0.482
O: -1.916 0.574 0.322
C: -4.215 0.641 -0.193
C: -4.463 1.471 0.890
C: -5.754 1.902 1.115
C: -6.814 1.547 0.305
C: -6.526 0.720 -0.765
C: -5.254 0.257 -1.032
N: -7.632 0.311 -1.664
O: -7.346 -0.423 -2.586
O: -8.729 0.760 -1.426
N: -6.006 2.787 2.277
O: -7.139 3.168 2.447
O: -5.057 3.036 2.995
H: -3.675 1.785 1.555
H: -7.817 1.897 0.495
H: -5.074 -0.390 -1.878

Mulliken atomic charges, in units of e: 0.781 -0.032 -0.222 -0.558 -0.693 -0.786 -0.777 0.276 1.681 0.366 -0.302 -1.022 -0.587 -0.594 -1.043 0.620 -0.368 -0.748 -0.512 -0.833 -0.418 0.213 0.352 0.526 0.448 0.482 0.570 0.854 0.499 0.466 0.494 0.460 0.410 0.454 0.434 0.463 0.441 -0.099 0.444 -0.765 -0.411 -0.706 0.046 -0.140 0.578 0.000 0.512 0.426 0.486 -1.377 0.605 -1.333 0.490 0.324 0.199 -1.378 0.381 0.296 0.352 0.520 0.211 0.411 0.356 0.148 -0.718 0.487 -0.281 0.421 -0.587 -0.232 -0.408 -0.256 -0.537 1.074 -0.609 -0.595 1.088 -0.591 -0.627 0.664 0.637 0.701

---

Computed, not measured: a structure of composition C36H30ClN6OSn in a non-equilibrium geometry, with the ωB97M-V functional and the def2-TZVPD basis.

## Properties
Largest force on an atom (eV/A): 1.10
E_HOMO (Eh): -0.3662
Total charge: +1
E_tot (hartree): -2468.026530

Cartesian coordinates (Å):
Sn: -0.201 -0.305 -0.269
C: -4.324 -0.365 -0.474
C: -3.834 -1.782 -0.389
C: -4.619 -2.792 0.160
C: -4.098 -4.071 0.236
C: -2.835 -4.323 -0.278
C: -2.120 -3.273 -0.843
N: -2.612 -2.031 -0.860
C: -0.805 -3.486 -1.514
C: -0.411 -4.767 -1.891
C: 0.787 -4.930 -2.560
C: 1.565 -3.824 -2.838
C: 1.124 -2.571 -2.424
N: -0.040 -2.420 -1.788
C: 1.934 -1.346 -2.666
C: 3.218 -1.409 -3.191
C: 3.912 -0.232 -3.416
C: 3.305 0.974 -3.125
C: 2.031 0.968 -2.568
C: 1.349 2.245 -2.176
N: 1.375 -0.173 -2.343
H: -5.410 -0.329 -0.548
H: -4.026 0.189 0.419
H: -3.876 0.135 -1.330
H: -5.614 -2.574 0.525
H: -4.674 -4.870 0.681
H: -2.422 -5.319 -0.222
H: -1.037 -5.625 -1.698
H: 1.110 -5.914 -2.870
H: 2.496 -3.943 -3.371
H: 3.689 -2.355 -3.406
H: 4.917 -0.260 -3.816
H: 3.810 1.912 -3.312
H: 1.728 3.086 -2.753
H: 0.273 2.158 -2.313
H: 1.530 2.444 -1.116
Cl: 7.186 -0.939 -0.372
C: 5.489 -1.129 -0.066
C: 4.887 -2.378 -0.258
C: 3.539 -2.524 -0.057
C: 2.704 -1.437 0.306
O: 1.427 -1.645 0.431
C: 3.353 -0.193 0.567
C: 2.650 0.889 1.195
N: 1.376 1.028 1.172
C: 0.742 1.955 2.009
C: 1.159 3.251 2.187
C: 0.471 4.120 3.052
C: -0.600 3.686 3.779
C: -1.052 2.353 3.640
C: -2.136 1.828 4.377
C: -2.518 0.529 4.186
C: -1.836 -0.239 3.228
N: -0.837 0.220 2.512
C: -0.411 1.492 2.716
C: 4.743 -0.074 0.384
H: 5.494 -3.221 -0.564
H: 3.062 -3.486 -0.197
H: 3.259 1.565 1.806
H: 2.013 3.621 1.632
H: 0.810 5.144 3.145
H: -1.106 4.343 4.475
H: -2.643 2.457 5.098
H: -3.337 0.095 4.742
H: -2.127 -1.268 3.039
H: 5.224 0.875 0.592
C: -4.081 4.637 0.506
C: -2.667 4.850 -0.052
C: -1.935 3.597 -0.123
N: -1.377 2.595 -0.190
H: -4.630 5.576 0.479
H: -4.039 4.286 1.537
H: -4.623 3.901 -0.086
H: -2.108 5.543 0.577
H: -2.716 5.272 -1.057

Mulliken atomic charges, in units of e: 1.123 -1.341 0.761 -0.695 -0.614 -0.833 0.711 -0.124 0.723 -0.862 -1.002 -0.631 0.836 0.184 0.536 -0.797 -0.737 -0.959 1.076 -1.261 -0.033 0.463 0.184 0.283 0.435 0.454 0.354 0.299 0.451 0.386 0.261 0.486 0.449 0.567 0.195 0.117 -0.235 0.023 -0.655 -0.242 0.491 -0.827 -0.059 -0.398 0.742 -0.822 0.037 -1.110 -0.945 1.243 -0.760 -0.788 -0.308 -0.175 0.397 -0.896 0.487 0.531 0.503 0.497 0.424 0.444 0.454 0.419 0.507 0.510 -1.095 -0.349 0.215 -0.232 0.354 0.306 0.313 0.250 0.304